[1]
The following is a quantum chemistry calculation of C27H27Br3N6O12 as an isolated structure at a distorted geometry, from the Open Molecules 2025 dataset.

XYZ file:
```
75
Properties=species:S:1:pos:R:3:lowdin_charge:R:1
C 0.0914 -6.4425 -1.4008 0.04
N -0.6632 -5.1886 -1.3434 -0.42
O -1.3490 -4.8427 -2.2640 0.08
O -0.5335 -4.4641 -0.3120 0.01
H 1.1055 -6.2106 -1.7265 0.11
H -0.5091 -7.1944 -1.9128 0.11
H 0.2206 -6.7882 -0.3752 0.10
C 0.1426 2.5000 -4.8740 0.05
N -0.1839 3.4381 -3.7348 -0.46
O -0.6550 4.4973 -4.0788 0.06
O 0.0737 3.0808 -2.6349 0.05
H 1.1826 2.5653 -5.1939 0.10
H -0.5766 2.7722 -5.6466 0.10
H -0.1245 1.5170 -4.4863 0.03
C -6.0189 -2.1559 1.9703 -0.06
C -6.9415 -2.0006 0.8708 -0.05
C -6.6791 -1.0425 -0.1943 0.00
C -5.5845 -0.1449 -0.0265 -0.09
C -4.6451 -0.3587 1.0953 -0.02
C -4.8319 -1.3484 2.0851 -0.05
N -5.3373 0.9206 -1.0793 -0.32
O -4.5498 1.7978 -0.7646 -0.03
O -6.0203 0.9428 -2.1357 0.05
H -6.2351 -2.8459 2.7725 0.09
H -7.8962 -2.5020 0.8116 0.09
H -7.3333 -1.0461 -1.0537 0.10
H -3.8251 0.3296 1.2374 0.06
H -4.1480 -1.5443 2.8977 0.10
C 3.6523 -3.7991 -0.5214 -0.05
C 5.0012 -4.0701 -0.0782 -0.07
C 5.3196 -3.9607 1.2422 -0.03
C 4.3482 -3.6187 2.2289 -0.12
C 3.0408 -3.3954 1.7774 -0.01
C 2.6406 -3.4784 0.4274 -0.08
N 4.6537 -3.3444 3.6583 -0.33
O 3.7338 -3.4042 4.4845 0.06
O 5.8331 -3.1962 3.9244 0.09
H 3.3921 -3.7377 -1.5678 0.09
H 5.6906 -4.4880 -0.7970 0.10
H 6.3257 -4.0719 1.6188 0.12
H 2.2921 -3.1868 2.5273 0.11
H 1.6147 -3.2058 0.2283 0.04
C 3.7038 2.0301 0.0455 -0.06
C 3.8312 0.6564 0.1217 -0.05
C 5.0352 0.0688 0.6236 0.03
C 6.0294 0.9390 1.0668 -0.14
C 5.8660 2.3072 0.9772 -0.03
C 4.7174 2.8689 0.5245 -0.07
N 7.2974 0.2905 1.4609 -0.32
O 8.3516 0.9600 1.3907 0.06
O 7.2177 -0.8713 1.8378 0.07
H 2.8001 2.5301 -0.2703 0.11
H 3.0408 0.1386 -0.4014 0.02
H 5.1395 -0.9995 0.7436 0.10
H 6.6666 2.9648 1.2819 0.12
H 4.6852 3.9482 0.5480 0.11
C -2.9843 5.8949 -0.8102 -0.07
C -3.7267 6.4386 0.2697 -0.05
C -3.8608 5.7220 1.4603 -0.02
C -3.3186 4.4429 1.5955 -0.12
C -2.7160 3.8903 0.4570 -0.01
C -2.4930 4.6346 -0.7329 -0.05
N -3.3909 3.8015 2.9539 -0.31
O -3.1177 2.5879 3.1009 0.04
O -3.7634 4.4803 3.9071 0.07
H -2.7809 6.5981 -1.6042 0.11
H -4.1169 7.4421 0.1848 0.10
H -4.2899 6.3194 2.2511 0.11
H -2.5031 2.8372 0.5661 0.05
H -1.9468 4.2408 -1.5773 0.08
C -1.1144 -1.0283 -1.8552 -1.46
Br -1.4931 -0.9812 -3.7834 0.58
Br -1.8642 0.5727 -0.9940 0.69
Br 0.8364 -1.0181 -1.5245 0.60
H -1.4519 -1.9910 -1.4712 -0.03
```

E_LUMO = -0.028 Ha
frontier orbital gap = 8.92 eV
HOMO energy = -9.685 eV
electronic energy = -9997.86380 a.u.



[2]
The following is a quantum chemistry calculation of C30H79CaN4O14 as an isolated structure at a distorted geometry, from the Open Molecules 2025 dataset.

XYZ file:
```
128
Properties=species:S:1:pos:R:3:lowdin_charge:R:1
Ca 3.3434 0.0854 -0.3571 1.53
C -0.8711 1.2694 -0.3826 0.01
C 0.5779 0.8733 -0.2701 -0.65
O 1.4431 1.4306 -1.0311 -0.16
O 0.9368 0.0078 0.5676 -0.07
H -1.1694 1.3338 -1.4256 0.09
H -1.0033 2.2104 0.1534 0.10
H -1.4899 0.5276 0.1191 0.04
C 3.0647 -3.1378 -1.5880 -0.10
O 2.4332 -2.0509 -0.8879 -0.28
H 2.9970 -4.0240 -0.9543 0.09
H 2.5966 -3.3071 -2.5560 0.09
H 4.1189 -2.9089 -1.7211 0.08
H 1.5394 -2.3628 -0.6098 0.05
C -0.8859 -2.6185 0.8043 -0.12
O -0.1429 -2.7475 -0.3946 -0.12
H -1.2334 -3.5819 1.1938 0.09
H -0.2953 -2.0794 1.5360 0.08
H -1.8103 -2.0429 0.6464 0.06
H -0.6739 -3.2036 -1.0565 0.10
C 1.0600 4.3085 -2.8815 -0.16
O 0.2973 3.1289 -3.0144 -0.13
H 0.4164 5.1861 -2.9095 0.08
H 1.6838 4.2755 -1.9824 0.06
H 1.7590 4.4183 -3.7291 0.07
H 0.6056 2.4934 -2.3492 0.01
C 2.7744 -0.0973 -3.6521 -0.08
O 3.8045 -0.3023 -2.6602 -0.24
H 2.9395 0.8348 -4.2040 0.09
H 2.7781 -0.9251 -4.3595 0.09
H 1.8117 0.0470 -3.1769 0.06
H 4.6389 -0.3105 -3.1398 0.10
C -1.1470 -5.7245 -11.3873 -0.11
O -1.1945 -5.8431 -9.9899 -0.18
C -0.7455 -4.6868 -9.3497 -0.27
C -0.9978 -4.8319 -7.8785 -0.22
N -0.6140 -3.6338 -7.1469 -0.08
C -1.2301 -3.5670 -5.8397 -0.22
C -0.7270 -2.3176 -5.1517 -0.23
O -1.3745 -2.2021 -3.9114 -0.17
C -0.8531 -1.1530 -3.1654 -0.13
H -0.1257 -5.4816 -11.7193 0.09
H -1.8092 -4.9280 -11.7499 0.09
H -1.4290 -6.6747 -11.8283 0.09
H -1.2809 -3.7945 -9.7231 0.13
H 0.3238 -4.5002 -9.5528 0.13
H -0.5394 -5.7245 -7.4543 0.13
H -2.0942 -4.9626 -7.7838 0.13
H -0.8891 -2.8236 -7.6925 0.11
H -0.9413 -4.4482 -5.2683 0.13
H -2.3261 -3.5341 -5.9375 0.13
H -0.9545 -1.4288 -5.7496 0.13
H 0.3509 -2.4709 -5.0119 0.12
H -1.4044 -1.0410 -2.2286 0.08
H -0.8992 -0.1948 -3.6974 0.10
H 0.1680 -1.3736 -2.8186 0.07
C -3.6858 6.8639 2.9700 -0.12
O -3.1582 5.7827 2.2514 -0.19
C -3.7802 4.5741 2.5750 -0.24
C -2.8882 3.4602 2.0530 -0.21
N -3.4612 2.1562 2.3457 -0.02
C -2.6423 1.1041 1.7732 -0.25
C -3.0741 -0.2772 2.1747 -0.17
O -2.4536 -0.6124 3.4034 -0.23
C -2.7351 -1.9258 3.7764 -0.10
H -4.7718 6.7984 3.0928 0.09
H -3.4541 7.8037 2.4723 0.09
H -3.2254 6.9034 3.9697 0.09
H -4.7590 4.4960 2.0893 0.13
H -3.9105 4.4697 3.6614 0.12
H -1.8650 3.6286 2.4333 0.12
H -2.8356 3.5725 0.9621 0.12
H -3.5218 2.0656 3.3700 0.08
H -1.5937 1.1826 2.1257 0.12
H -2.6377 1.2055 0.6860 0.08
H -2.6609 -0.9356 1.3860 0.09
H -4.1590 -0.4058 2.2092 0.14
H -2.4865 -2.0867 4.8246 0.08
H -2.1733 -2.6318 3.1484 0.09
H -3.8027 -2.1602 3.6683 0.11
C 0.1119 -2.4094 6.8719 -0.10
O 0.5812 -1.2909 6.1542 -0.20
C 0.0058 -1.1334 4.8678 -0.21
C 0.2651 0.3068 4.3542 -0.20
N -0.8298 1.2142 4.4606 -0.04
C -1.3095 1.3456 5.8485 -0.18
C -2.4157 2.3948 5.8947 -0.18
O -3.5661 1.9760 5.1821 -0.23
C -4.2480 0.8829 5.7094 -0.10
H 0.5918 -3.3345 6.5114 0.09
H -0.9665 -2.5646 6.7213 0.08
H 0.3343 -2.2701 7.9235 0.09
H -1.0757 -1.3375 4.8971 0.06
H 0.4722 -1.8637 4.1798 0.12
H 0.6701 0.1860 3.3536 0.09
H 1.0859 0.6558 4.9966 0.12
H -1.6241 0.7853 3.9760 0.05
H -0.4969 1.6740 6.5007 0.13
H -1.7454 0.4279 6.2692 0.10
H -2.0993 3.3464 5.4730 0.12
H -2.6838 2.5522 6.9520 0.13
H -4.8629 0.5062 4.8835 0.10
H -4.9609 1.1856 6.4824 0.10
H -3.6284 0.0406 6.0169 0.08
C 4.5764 2.8499 -2.7075 -0.08
O 4.0490 2.3808 -1.4815 -0.26
C 4.2012 3.3868 -0.4939 -0.22
C 3.4737 3.0586 0.7873 -0.17
N 3.9493 1.7322 1.2863 -0.15
C 3.2289 1.3619 2.5329 -0.19
C 3.6313 -0.0038 2.9917 -0.17
O 3.4586 -0.9271 1.8929 -0.31
C 3.6485 -2.2584 2.2828 -0.09
H 5.5409 3.3505 -2.5757 0.10
H 3.8905 3.5506 -3.1960 0.09
H 4.7084 2.0167 -3.3931 0.07
H 3.8496 4.3433 -0.8910 0.13
H 5.2609 3.5151 -0.2186 0.13
H 2.3939 3.0356 0.6518 0.12
H 3.6929 3.8391 1.5263 0.14
H 4.9335 1.8538 1.5279 0.13
H 2.1551 1.4302 2.3646 0.11
H 3.4355 2.0819 3.3385 0.14
H 3.0350 -0.3274 3.8454 0.12
H 4.7001 -0.0438 3.2418 0.14
H 4.7017 -2.5049 2.4424 0.10
H 3.2431 -2.8849 1.4857 0.08
H 3.0619 -2.5342 3.1658 0.10
```

E_LUMO = -0.097 Ha
frontier orbital gap = 7.52 eV
HOMO energy = -10.165 eV
electronic energy = -3140.14284 a.u.
net charge = +1